(1)
The following is a quantum chemistry calculation of the molecule C2H5NS2 at a distorted geometry, from the Open Molecules 2025 dataset.

Values from the calculation:
- frontier orbital gap (eV) = 8.462
- spin multiplicity = 1

```
10
Properties=species:S:1:pos:R:3:forces:R:3
N 0.98954 1.10514 1.64167 -1.982 0.671 0.444
C -0.24633 0.27995 1.42596 2.809 -0.350 -0.693
C -0.29491 -0.11848 -0.05709 -0.026 -0.774 -0.246
S -1.40532 -1.22049 -0.52898 0.338 0.587 -0.186
S 1.05477 0.52111 -1.05719 -0.952 -0.072 0.540
H 0.77123 1.83500 2.34214 0.799 -0.841 -0.540
H 1.78435 0.53176 1.86502 0.089 0.098 0.443
H -1.13005 0.81809 1.70405 -0.436 0.215 0.109
H -0.15232 -0.67235 1.99180 -0.526 0.568 -0.290
H 0.65626 -0.02722 -2.22928 -0.114 -0.102 0.420
```
Positions in Å, forces in eV/Å.



(2)
The following is a quantum chemistry calculation of a structure of composition C40H67CdGeINO6Se at a distorted geometry, from the Open Molecules 2025 dataset.

Values from the calculation:
- frontier orbital gap (alpha / beta) (eV) = 4.118 / 4.116
- ⟨S²⟩ = 0.7586
- spin multiplicity = 2

```
118
Properties=species:S:1:pos:R:3:forces:R:3
Cd -0.50629 -2.35533 -0.52891 0.078 0.424 -0.585
C -4.51070 -1.28172 -1.79429 0.084 -0.062 0.097
C -3.60707 -2.46380 -2.14431 -0.272 0.066 -0.282
C -2.75743 -2.13419 -3.36684 0.057 -0.103 0.066
C -4.46832 -3.68105 -2.49398 0.061 -0.003 0.177
O -2.76001 -2.73579 -1.01910 -0.040 -0.414 0.828
Ge -3.19371 -4.10984 0.28754 0.046 -0.127 -0.505
O -1.26685 -4.49617 0.22686 -0.415 0.311 0.091
C -0.56203 -5.49554 0.88528 0.329 -0.074 0.207
C 0.75845 -4.77787 1.35675 -0.008 -0.484 -0.425
C -0.17812 -6.60282 -0.08328 0.176 -0.041 -0.011
C -1.26511 -6.07610 2.11948 -0.122 0.184 -0.142
O -2.78821 -3.23121 1.85954 0.590 0.177 0.499
C -3.04352 -2.04502 2.56801 -0.130 0.109 0.047
C -2.44679 -2.20141 3.96647 -0.120 -0.092 -0.039
C -4.53503 -1.74819 2.66536 -0.039 -0.098 -0.173
C -2.36232 -0.89993 1.83972 -0.232 0.126 -0.061
H -5.15905 -1.02388 -2.63500 0.013 -0.002 0.053
H -3.90391 -0.40966 -1.54106 -0.012 0.025 -0.017
H -5.13595 -1.53145 -0.93130 -0.002 0.029 -0.048
H -3.40714 -1.92850 -4.21979 0.000 -0.005 0.007
H -2.10738 -2.97353 -3.61413 0.020 0.017 -0.001
H -2.13752 -1.25605 -3.20471 0.046 0.055 0.015
H -5.05468 -3.47313 -3.38986 0.010 -0.002 0.000
H -5.15536 -3.92876 -1.68160 -0.022 -0.009 -0.092
H -3.83121 -4.54858 -2.68465 -0.049 0.018 -0.016
H 1.21672 -4.37646 0.43250 -0.065 0.174 0.134
H 1.46210 -5.39670 1.90495 0.103 0.051 0.068
H -0.56323 -3.19976 1.97003 -0.023 -0.025 -0.109
H 0.30353 -6.17861 -0.96516 -0.019 -0.016 0.044
H -1.09234 -7.10701 -0.39849 0.009 -0.021 0.002
H 0.48588 -7.33427 0.38705 -0.066 0.005 -0.034
H -1.57409 -5.28642 2.80877 -0.037 -0.057 0.009
H -0.61416 -6.78217 2.64008 -0.018 0.015 -0.051
H -2.16536 -6.60361 1.80104 0.008 -0.015 0.041
H -2.87199 -3.08622 4.44470 0.000 0.056 -0.002
H -2.66620 -1.32687 4.58329 0.037 -0.027 0.003
H -1.36477 -2.32146 3.91086 0.015 0.048 0.075
H -5.04062 -2.56647 3.18032 0.009 0.028 0.000
H -4.96363 -1.65717 1.66322 -0.016 0.021 0.049
H -4.71990 -0.82032 3.21006 -0.015 -0.014 -0.005
H -0.47772 -0.42263 1.57354 0.866 0.905 -0.282
H -2.47861 0.02119 2.41810 0.213 0.041 -0.034
H -2.83688 -0.76158 0.86180 0.034 0.014 0.005
C 4.88772 2.27761 -4.17104 -0.037 -0.011 0.000
C 3.35991 2.22875 -4.10447 -0.036 -0.040 0.003
C 2.84799 3.64984 -3.81861 0.035 0.000 -0.019
C 2.83663 1.76582 -5.47199 0.047 0.010 -0.003
C 2.85739 1.28299 -3.01085 0.005 0.052 -0.010
C 1.49843 1.12289 -2.80519 -0.060 -0.029 0.097
C 1.03870 0.31505 -1.77577 0.126 -0.181 0.090
Se -0.82734 0.27083 -1.39123 0.002 0.717 -0.209
C -0.75801 1.73324 -0.10689 -0.203 -0.197 -0.412
C -1.16362 2.98749 -0.54873 0.004 0.051 0.262
C -1.11688 4.08695 0.31860 -0.006 -0.030 -0.076
C -0.63704 3.89604 1.61039 -0.025 0.030 0.004
C -0.19876 2.64914 2.08172 0.010 -0.031 0.042
C -0.30146 1.63489 1.16999 0.020 -0.035 0.094
O -0.97943 -1.22573 1.65595 -0.869 -1.252 0.290
C 0.30858 2.45806 3.50478 0.021 -0.008 0.061
C 0.89996 1.05615 3.67260 0.006 -0.002 0.000
C 1.39819 3.49017 3.82532 0.025 -0.039 -0.066
C -0.86378 2.63107 4.48079 0.010 -0.046 -0.002
C -1.58377 5.45367 -0.18901 0.018 -0.051 -0.019
C -3.03601 5.34342 -0.67980 0.029 0.008 0.038
C -0.68008 5.88964 -1.35168 0.003 0.021 0.003
C -1.52905 6.52280 0.90268 -0.016 -0.001 -0.026
C 1.88441 -0.42186 -0.90895 -0.026 0.049 -0.251
O 1.40480 -1.19894 0.02401 -0.370 -0.122 0.502
C 3.28015 -0.25266 -1.12542 0.066 -0.063 0.056
C 3.70610 0.58511 -2.14752 0.113 0.024 0.020
C 4.28142 -0.99356 -0.22827 -0.166 0.027 0.028
C 5.73200 -0.67463 -0.58984 0.016 -0.012 0.004
C 4.06093 -0.57964 1.23766 0.055 -0.036 -0.003
C 4.08205 -2.51077 -0.37532 0.078 -0.022 0.102
H 5.19349 2.97133 -4.95816 0.000 -0.029 0.022
H 5.30666 1.29606 -4.40675 0.011 0.043 0.034
H 5.32016 2.62739 -3.23025 0.004 -0.021 -0.040
H 3.24653 4.35539 -4.55508 -0.046 -0.038 0.031
H 3.16285 3.97419 -2.82371 -0.013 0.011 -0.032
H 1.75721 3.69641 -3.86004 0.039 -0.001 0.017
H 3.18182 2.44223 -6.26064 -0.030 -0.034 0.035
H 1.74529 1.74316 -5.49843 0.037 -0.001 0.003
H 3.19988 0.76013 -5.69569 -0.032 0.029 -0.011
H 0.77272 1.63399 -3.42916 0.031 0.013 0.031
H -1.50775 3.08686 -1.57072 -0.036 0.048 0.017
H -0.59032 4.73517 2.29364 -0.013 -0.024 -0.037
H 1.67688 0.86419 2.92790 -0.025 -0.020 0.020
H 0.13209 0.28070 3.57972 0.042 0.061 -0.003
H 1.34569 0.96240 4.66575 -0.022 -0.028 -0.023
H 2.21587 3.42387 3.10356 -0.022 0.001 0.041
H 1.80323 3.29760 4.82153 -0.012 0.030 -0.020
H 1.01474 4.51192 3.81243 -0.006 -0.028 -0.012
H -1.64831 1.89673 4.27640 0.027 0.034 0.004
H -1.30368 3.62732 4.40092 0.012 -0.021 0.015
H -0.52131 2.48559 5.50933 -0.020 0.028 -0.042
H -3.12701 4.65698 -1.52304 -0.001 0.017 0.022
H -3.39700 6.32383 -1.00139 0.008 -0.046 -0.004
H -3.68501 4.98283 0.12216 0.004 0.027 -0.037
H -0.71357 5.17215 -2.17399 0.003 0.033 0.021
H 0.35869 5.97479 -1.02332 -0.037 -0.001 -0.017
H -1.00132 6.86198 -1.73600 0.014 -0.050 0.015
H -2.17184 6.26071 1.74706 0.039 0.034 -0.010
H -1.88354 7.47180 0.49505 0.016 -0.020 0.017
H -0.51108 6.67696 1.26808 -0.038 0.003 -0.001
H 4.77145 0.70864 -2.28569 -0.060 -0.036 0.007
H 5.94896 0.39240 -0.49345 0.010 -0.034 -0.023
H 5.97319 -0.99434 -1.60672 0.013 0.036 0.028
H 6.39347 -1.21136 0.09476 -0.009 0.013 -0.031
H 4.19003 0.50096 1.34960 0.020 -0.032 0.018
H 4.78798 -1.08194 1.88604 -0.035 0.037 -0.047
H 3.05593 -0.84519 1.56254 0.015 0.030 -0.014
H 4.14014 -2.80825 -1.42383 0.009 -0.016 0.022
H 3.10369 -2.80497 0.00180 0.012 0.011 -0.070
H 4.85632 -3.04903 0.18467 -0.041 0.055 -0.033
I 0.83759 -3.62153 -2.50066 0.278 -0.258 -0.375
O 0.87953 -3.39732 3.19646 0.766 0.374 1.117
N 0.34608 -3.70050 2.20447 -0.871 -0.223 -0.860
```
Positions in Å, forces in eV/Å.



In order of appearance, energy = -25314.908; -190868.833 eV.
In order of appearance, energy relative to the best compared isomer or geometry (same formula, charge and spin) = 88.6; 189.9 kJ/mol.